1.
Here is a cluster of 8 separate species, C24H66N2O12 in total from OMol25. Energies are from ωB97M-V with the def2-TZVPD basis set.

The geometry in ORCA input format:
```
! wB97M-V def2-TZVPD RIJCOSX def2/J DEFGRID3
* xyz 0 1
C 1.221 -1.265 0.571
C 0.128 -0.814 -0.413
O -0.331 0.509 -0.160
O 0.738 -1.537 1.814
H 1.955 -0.441 0.750
H 1.840 -2.079 0.190
H -0.775 -1.314 -0.230
H 0.506 -0.951 -1.469
H 0.417 1.101 -0.199
H 0.276 -0.755 2.284
C 1.767 3.431 -0.938
C 0.899 3.779 0.270
O 1.245 5.131 0.547
O 1.737 2.011 -1.024
H 2.763 3.839 -0.699
H 1.314 3.950 -1.773
H 1.092 3.107 1.126
H -0.148 3.642 0.057
H 0.482 5.466 1.063
H 2.419 1.892 -1.730
C -2.594 -4.727 2.350
C -1.926 -3.663 1.533
O -0.574 -3.987 1.452
O -1.986 -4.846 3.625
H -2.492 -5.718 1.865
H -3.646 -4.550 2.566
H -2.128 -2.687 1.947
H -2.425 -3.750 0.547
H 0.026 -3.226 1.657
H -1.028 -4.821 3.464
C -4.131 -0.807 -0.206
C -5.220 -1.733 0.241
O -5.234 -1.796 1.653
O -4.581 0.476 0.279
H -4.000 -0.853 -1.247
H -3.156 -1.049 0.244
H -5.114 -2.779 -0.104
H -6.182 -1.295 -0.138
H -5.403 -0.902 1.992
H -4.222 1.197 -0.207
C -2.072 2.763 -2.099
C -2.096 4.180 -1.557
O -0.980 4.856 -2.242
O -2.566 1.808 -1.121
H -1.053 2.588 -2.503
H -2.758 2.573 -2.950
H -1.950 4.217 -0.475
H -2.992 4.733 -1.842
H -0.704 5.697 -1.940
H -1.780 1.413 -0.715
C -1.548 -4.916 -2.249
C -1.034 -3.493 -2.190
O -2.179 -2.592 -2.253
O -2.324 -5.272 -3.387
H -2.059 -5.111 -1.299
H -0.694 -5.573 -2.258
H -0.282 -3.242 -2.929
H -0.560 -3.258 -1.221
H -2.372 -2.322 -3.154
H -3.280 -5.104 -3.189
C -0.995 -2.003 4.560
C -0.457 -0.565 4.602
N -0.493 0.166 3.319
C -1.856 0.342 2.811
C -2.780 1.326 3.499
C 0.179 1.460 3.437
C 1.659 1.477 3.133
H -0.509 -2.614 3.805
H -2.042 -2.038 4.254
H -0.893 -2.576 5.523
H -0.953 -0.073 5.433
H 0.601 -0.654 4.929
H -1.702 0.561 1.737
H -2.408 -0.630 2.758
H -2.975 0.981 4.511
H -2.449 2.335 3.482
H -3.748 1.375 2.944
H -0.018 1.888 4.426
H -0.295 2.132 2.734
H 2.182 0.659 3.567
H 2.152 2.435 3.374
H 1.859 1.265 2.067
C 2.640 0.663 -4.608
C 3.407 0.020 -3.483
N 3.970 1.038 -2.583
C 4.857 2.019 -3.284
C 6.080 1.461 -4.030
C 4.537 0.400 -1.385
C 5.013 1.360 -0.299
H 2.023 -0.149 -4.973
H 3.147 1.085 -5.513
H 1.867 1.341 -4.200
H 2.691 -0.544 -2.902
H 4.250 -0.641 -3.815
H 4.282 2.542 -4.005
H 5.180 2.735 -2.563
H 6.838 1.069 -3.366
H 5.954 0.652 -4.757
H 6.483 2.330 -4.558
H 5.318 -0.280 -1.674
H 3.742 -0.207 -0.895
H 5.443 0.793 0.584
H 4.144 1.917 0.079
H 5.828 2.011 -0.654
*
```

Properties
relative energy (zero: lowest compared OMol25 entry of this formula, charge and spin)	0.0	kcal/mol
frontier orbital gap	9.47	eV
E_LUMO	0.0126	Eh
SMILES	CCN(CC)CC.CCN(CC)CC.OCCO.OCCO.OCCO.OCCO.OCCO.OCCO
HOMO	-9.1	eV
electronic energy	-53504.9401	eV

---

2.
Here is a cluster of 6 separate species, C24H66N6O6 in total from OMol25. Energies are from ωB97M-V with the def2-TZVPD basis set.

The geometry in ORCA input format:
```
! wB97M-V def2-TZVPD RIJCOSX def2/J DEFGRID3
* xyz 0 1
C -18.298 11.594 26.359
C -19.290 11.383 27.500
C -19.912 10.006 27.327
O -20.997 9.893 28.224
C -21.509 8.582 28.386
N -18.551 11.487 28.776
H -17.493 10.862 26.417
H -17.823 12.579 26.413
H -18.788 11.583 25.381
H -20.069 12.144 27.511
H -19.164 9.227 27.538
H -20.274 9.907 26.293
H -22.263 8.608 29.171
H -20.703 7.910 28.700
H -22.006 8.249 27.468
H -19.150 11.896 29.485
H -18.313 10.566 29.126
C -21.944 12.578 29.948
C -21.556 14.050 29.857
C -22.233 14.805 28.744
O -21.777 14.520 27.451
C -20.420 14.842 27.234
N -21.675 14.760 31.136
H -23.028 12.413 30.002
H -21.449 12.027 30.745
H -21.719 12.077 29.000
H -20.481 14.049 29.619
H -22.198 15.894 28.937
H -23.319 14.627 28.724
H -20.275 14.979 26.163
H -19.706 14.099 27.605
H -20.154 15.800 27.707
H -21.672 14.127 31.918
H -22.527 15.305 31.201
C -25.864 17.991 31.562
C -25.577 16.997 30.440
C -26.837 16.300 30.011
O -27.219 15.388 31.028
C -28.469 14.832 30.816
N -24.860 17.639 29.356
H -26.443 18.813 31.130
H -24.955 18.372 32.018
H -26.453 17.496 32.335
H -24.932 16.208 30.844
H -26.662 15.700 29.100
H -27.643 17.010 29.761
H -29.211 15.609 30.583
H -28.799 14.369 31.746
H -28.469 14.077 30.021
H -24.617 16.948 28.648
H -25.492 18.254 28.841
C -19.035 12.715 34.022
C -20.282 12.802 34.887
C -20.410 14.189 35.500
O -21.723 14.367 35.975
C -21.904 15.607 36.623
N -21.460 12.475 34.027
H -18.153 13.001 34.598
H -19.112 13.361 33.142
H -18.920 11.710 33.615
H -20.280 12.034 35.661
H -20.103 14.970 34.788
H -19.743 14.294 36.376
H -22.969 15.761 36.777
H -21.565 16.433 35.981
H -21.356 15.644 37.570
H -21.396 12.953 33.134
H -22.251 12.973 34.439
C -21.415 17.670 25.698
C -19.983 18.168 25.746
C -19.615 18.850 24.437
O -18.280 19.330 24.570
C -17.849 19.970 23.394
N -19.830 19.052 26.881
H -22.101 18.391 25.244
H -21.751 17.447 26.709
H -21.502 16.771 25.085
H -19.299 17.321 25.850
H -20.293 19.685 24.214
H -19.648 18.110 23.623
H -18.270 20.980 23.308
H -18.010 19.366 22.495
H -16.771 20.149 23.438
H -20.615 19.675 27.002
H -18.979 19.593 26.796
C -17.422 14.651 25.449
C -16.071 15.348 25.626
C -16.174 16.863 25.601
O -14.836 17.344 25.682
C -14.690 18.717 25.433
N -15.372 14.851 26.838
H -17.987 14.687 26.384
H -17.242 13.595 25.235
H -17.947 15.065 24.588
H -15.409 15.026 24.814
H -16.694 17.165 26.521
H -16.666 17.178 24.680
H -15.399 19.067 24.681
H -13.674 18.914 25.090
H -14.837 19.332 26.333
H -14.806 15.619 27.183
H -16.011 14.571 27.572
*
```

Properties
relative energy (zero: lowest compared OMol25 entry of this formula, charge and spin)	31.5	kcal/mol
frontier orbital gap	9.57	eV
E_LUMO	0.0259	Eh
SMILES	COC[C@H](C)N.COC[C@H](C)N.COC[C@H](C)N.COC[C@H](C)N.COC[C@H](C)N.COC[C@H](C)N
HOMO	-8.9	eV
electronic energy	-47180.3506	eV

---

3.
Here is a structure of composition C24H68MgO11 from OMol25. Energies are from ωB97M-V with the def2-TZVPD basis set.

The geometry in ORCA input format:
```
! wB97M-V def2-TZVPD RIJCOSX def2/J DEFGRID3
* xyz 0 1
Mg 1.818 -3.366 -1.025
C -0.102 -5.536 0.711
C 1.175 -5.145 1.427
C 1.643 -6.322 2.247
O 2.166 -4.511 0.621
H -0.008 -6.256 -0.102
H -0.558 -4.676 0.220
H -0.832 -5.987 1.383
H 0.865 -4.346 2.100
H 1.531 -7.288 1.756
H 1.066 -6.305 3.171
H 2.657 -6.239 2.639
C 0.445 0.471 0.032
C 0.166 -1.041 0.121
C -1.312 -1.350 0.553
O 0.661 -1.743 -0.989
H 0.140 0.989 0.941
H -0.091 0.841 -0.842
H 1.498 0.732 -0.072
H 0.757 -1.339 0.986
H -1.550 -2.400 0.723
H -1.954 -0.994 -0.253
H -1.609 -0.796 1.444
C -2.063 0.311 -4.567
C -1.495 -0.836 -3.695
O -0.126 -0.587 -3.609
H -1.809 1.322 -4.249
H -3.139 0.151 -4.647
H -1.619 0.286 -5.562
H -1.640 -1.787 -4.208
H -2.028 -0.886 -2.745
H 0.157 -0.890 -2.743
C 2.439 3.558 0.185
C 2.277 3.329 1.676
O 2.657 4.426 2.432
H 2.127 2.717 -0.434
H 3.503 3.713 0.008
H 1.957 4.425 -0.268
H 2.841 2.437 1.950
H 1.262 3.053 1.965
H 2.952 4.076 3.276
C -4.697 -1.792 -1.508
C -4.946 -0.565 -2.436
O -5.414 -1.021 -3.698
H -4.404 -1.554 -0.486
H -3.868 -2.326 -1.973
H -5.519 -2.506 -1.563
H -4.047 -0.001 -2.685
H -5.645 0.109 -1.940
H -5.842 -0.314 -4.186
C 5.743 -0.446 1.751
C 4.793 -1.288 0.835
O 5.533 -1.441 -0.323
H 6.709 -0.951 1.757
H 5.389 -0.459 2.782
H 5.821 0.605 1.475
H 3.840 -0.784 0.669
H 4.555 -2.264 1.258
H 4.959 -1.962 -0.889
C 0.284 3.611 -3.055
C 1.566 3.985 -3.774
O 1.423 5.292 -4.379
H 0.074 4.101 -2.105
H 0.245 2.552 -2.803
H -0.619 3.888 -3.600
H 1.851 3.312 -4.583
H 2.309 3.980 -2.976
H 0.969 5.199 -5.220
C 3.522 0.538 -2.634
C 4.476 1.560 -1.895
O 5.757 1.020 -1.951
H 2.542 0.959 -2.859
H 3.361 -0.303 -1.959
H 3.974 0.317 -3.601
H 4.173 1.712 -0.859
H 4.447 2.541 -2.371
H 5.744 0.200 -1.453
C -1.117 1.992 3.880
C -1.633 0.765 4.665
O -3.043 0.770 4.843
H -1.434 2.851 4.471
H -1.629 2.039 2.919
H -0.029 2.004 3.813
H -1.152 0.699 5.641
H -1.360 -0.102 4.063
H -3.335 -0.071 5.203
C -1.794 3.601 0.526
C -1.303 5.036 0.863
O -2.394 5.896 1.100
H -2.262 3.649 -0.457
H -2.641 3.324 1.153
H -1.061 2.794 0.558
H -0.631 5.414 0.092
H -0.691 4.986 1.763
H -2.683 6.331 0.295
C -2.916 -3.866 2.814
C -4.394 -3.424 2.818
O -5.178 -4.589 2.683
H -2.361 -2.936 2.934
H -2.661 -4.446 1.927
H -2.697 -4.396 3.741
H -4.671 -2.823 1.953
H -4.721 -2.917 3.726
H -6.094 -4.300 2.694
*
```

Properties
relative energy (zero: lowest compared OMol25 entry of this formula, charge and spin)	132.8	kcal/mol
frontier orbital gap	7.21	eV
E_LUMO	-0.0799	Eh
HOMO	-9.4	eV
electronic energy	-53954.5013	eV

---

4.
Here is a cluster of 8 separate species, C24H68N4O12 in total from OMol25. Energies are from ωB97M-V with the def2-TZVPD basis set.

The geometry in ORCA input format:
```
! wB97M-V def2-TZVPD RIJCOSX def2/J DEFGRID3
* xyz 0 1
C 7.938 0.853 3.599
C 9.487 0.952 3.891
O 10.008 2.360 3.757
O 7.402 -0.461 3.755
H 7.645 1.334 2.665
H 7.354 1.597 4.141
H 10.090 0.193 3.393
H 9.649 0.616 4.916
H 9.475 2.883 4.359
H 6.579 -0.491 3.262
C -3.950 7.968 0.087
C -5.338 7.497 -0.477
O -5.249 6.132 -0.717
O -3.935 9.339 0.267
H -3.039 7.527 -0.318
H -3.826 7.603 1.107
H -5.573 7.974 -1.428
H -6.098 7.750 0.263
H -6.045 5.720 -0.374
H -3.742 9.804 -0.550
C 5.363 1.441 -6.113
C 4.750 0.248 -6.968
O 3.332 0.266 -7.243
O 6.019 2.357 -6.943
H 6.256 1.042 -5.631
H 4.667 1.936 -5.437
H 4.911 -0.486 -6.179
H 5.404 0.081 -7.824
H 3.248 0.368 -8.194
H 5.296 2.630 -7.513
C 0.896 -0.563 -1.087
C 0.116 0.630 -1.510
O -1.049 0.761 -0.684
O 1.566 -0.319 0.137
H 1.709 -0.742 -1.791
H 0.307 -1.479 -1.056
H -0.132 0.434 -2.553
H 0.664 1.569 -1.590
H -1.542 1.537 -0.961
H 0.857 0.010 0.695
C -5.244 -5.354 1.320
C -6.391 -4.582 1.836
C -6.383 -4.611 3.361
O -6.748 -5.830 3.830
C -6.484 -5.939 5.275
N -6.411 -3.202 1.352
H -4.335 -4.753 1.345
H -5.487 -5.380 0.257
H -5.109 -6.358 1.724
H -7.390 -4.971 1.641
H -7.146 -3.865 3.579
H -5.418 -4.254 3.722
H -5.398 -5.852 5.309
H -6.715 -6.960 5.579
H -6.932 -5.120 5.838
H -5.630 -2.712 1.766
H -5.959 -3.323 0.457
C -0.269 1.272 6.037
C -0.083 2.717 6.502
C -0.226 3.751 5.282
O 0.823 3.692 4.276
C 1.820 4.658 4.448
N -1.099 2.718 7.467
H 0.582 1.024 5.403
H -1.129 1.221 5.369
H -0.207 0.545 6.846
H 0.829 3.065 6.987
H -0.432 4.765 5.627
H -1.161 3.527 4.769
H 1.682 5.681 4.099
H 2.748 4.385 3.946
H 2.144 4.625 5.489
H -1.994 2.794 7.004
H -0.939 3.487 8.101
C 1.967 7.289 -13.919
C 1.763 6.197 -12.867
C 1.491 6.907 -11.466
O 1.507 5.873 -10.458
C 0.799 6.270 -9.238
N 0.710 5.245 -13.247
H 2.680 8.035 -13.568
H 1.147 7.939 -14.223
H 2.410 6.839 -14.807
H 2.759 5.766 -12.764
H 0.534 7.425 -11.538
H 2.243 7.599 -11.088
H -0.232 6.580 -9.413
H 1.427 7.027 -8.769
H 0.821 5.460 -8.509
H 1.073 4.682 -14.003
H 0.701 4.594 -12.475
C -1.258 -12.674 6.566
C -1.592 -11.167 6.480
C -0.323 -10.386 6.096
O -0.550 -8.991 5.935
C 0.195 -8.237 5.005
N -2.729 -11.053 5.527
H -0.710 -12.938 5.662
H -1.955 -13.487 6.774
H -0.581 -12.848 7.402
H -2.009 -10.904 7.452
H 0.106 -10.826 5.196
H 0.461 -10.399 6.854
H 0.928 -7.720 5.623
H -0.398 -7.430 4.573
H 0.692 -8.877 4.276
H -2.956 -10.093 5.313
H -2.501 -11.428 4.617
*
```

Properties
relative energy (zero: lowest compared OMol25 entry of this formula, charge and spin)	118.9	kcal/mol
frontier orbital gap	9.33	eV
E_LUMO	0.0114	Eh
SMILES	COC[C@H](C)N.COC[C@H](C)N.COC[C@H](C)N.COC[C@H](C)N.OCCO.OCCO.OCCO.OCCO
HOMO	-9.0	eV
electronic energy	-56511.8532	eV